Record 1
18
Properties=species:S:1:pos:R:3:forces:R:3:mulliken_charge:R:1 method="wB97M-V/def2-TZVPD" e_tot_ha=-351.28724 multiplicity=1 relative_energy_kcal_mol=130.9 gap_ha="0.32327 / 0.33702" total_charge=+1
C -1.70066 0.34946 0.62663 -0.30 -2.31 1.34 0.213
C -0.75161 0.89889 -0.05406 3.43 -1.18 -0.66 0.213
C -3.14137 0.69354 0.42823 -1.88 2.08 0.64 -1.027
C 1.39680 -1.55647 0.40503 -3.86 -1.51 -0.40 -1.086
C 1.54733 -0.16667 0.10714 -3.03 1.66 -2.21 -0.471
N 2.29489 0.20310 -1.18606 -2.92 2.85 0.55 -0.287
F -0.69370 1.73753 -1.05178 -0.07 0.23 0.17 -0.201
H -1.37852 -0.52678 1.28717 -0.56 1.51 -0.79 0.231
H -3.68891 1.14127 1.35661 1.47 -0.58 -1.35 0.281
H -3.18149 1.48715 -0.37095 -0.28 -0.83 0.79 0.262
H -3.84910 -0.10936 0.16833 0.88 -0.15 -0.21 0.302
H 0.49491 -2.19228 -0.05197 2.22 1.44 0.58 0.269
H 2.32825 -1.99737 0.32360 1.85 -1.68 -0.26 0.444
H 1.19274 -1.44518 1.44759 -0.33 -0.92 0.95 0.346
H 1.85450 0.31377 0.98752 1.09 1.57 0.28 0.402
H 3.22213 -0.13889 -1.27800 1.15 -0.79 -0.18 0.332
H 2.34880 1.25395 -1.09064 0.23 -1.16 -0.48 0.407
H 1.70500 0.05433 -2.05440 0.92 -0.23 1.24 0.371

=====

Record 2
104
Properties=species:S:1:pos:R:3:forces:R:3:mulliken_charge:R:1 method="wB97M-V/def2-TZVPD" e_tot_ha=-2724.24359 multiplicity=1 gap_ha=0.24138 total_charge=+1
C 1.97744 -5.78704 0.66738 0.93 -0.92 0.65 -1.008
C 1.72946 -5.19990 2.14328 1.15 -0.44 0.05 -0.746
C 0.35147 -4.41514 2.38701 0.86 -3.89 0.54 0.033
Cl -0.78157 -5.40195 1.34204 -0.04 1.18 0.58 -0.064
N 0.36090 -2.89304 2.26945 -0.98 -0.44 0.01 1.175
O 0.52580 -2.52192 3.60575 0.67 1.10 0.77 0.539
C 1.77443 -2.69681 4.23047 2.74 -0.52 2.97 -0.170
C 1.68818 -1.98363 5.70362 0.01 0.21 -0.57 0.116
C 0.32958 -2.32688 6.47655 0.86 0.28 0.66 -1.041
O 2.85998 -2.49046 6.42835 -2.04 -0.05 0.11 -0.543
C 1.38533 -2.32119 1.35081 3.27 2.62 -2.40 -0.112
C 1.81320 -0.76169 1.60905 0.30 0.27 0.67 -0.638
C 3.38953 -0.50842 1.31032 -0.48 1.51 0.93 -0.933
O 3.61881 0.03768 -0.01811 0.63 0.24 1.17 -0.367
C 4.14069 1.40257 0.07466 0.14 0.93 -0.25 -0.170
C 4.72340 1.92368 -1.34140 1.00 -0.67 1.43 -0.683
O 3.85591 1.65405 -2.46076 -0.95 2.26 0.97 -0.430
C 2.78893 2.58534 -2.56799 -3.13 2.01 -1.13 0.521
C 1.88937 2.45251 -3.84819 -0.99 2.48 2.37 -0.900
C 0.67682 3.38198 -4.03666 1.88 0.03 2.53 -0.261
C 0.25731 4.49252 -3.00818 3.09 -2.25 0.92 0.280
C -1.04998 5.36298 -3.28744 0.02 0.55 -1.04 2.180
C -0.92394 5.87093 -4.83712 -0.47 -0.08 0.47 -1.582
C -1.17259 6.70139 -2.39961 -0.07 0.75 -0.22 -1.274
C -2.43791 4.55265 -3.20395 0.42 -0.74 0.39 -1.638
C -2.52910 3.45083 -2.03658 -1.55 -0.76 0.27 1.638
C -1.98578 3.92538 -0.60272 -0.13 -1.21 0.50 -1.143
C -1.89811 2.00615 -2.45510 1.05 1.32 0.75 -0.070
C -4.12412 3.15366 -1.83258 0.90 -0.21 -0.39 -1.426
C 1.19020 4.64088 -1.77062 0.28 -2.41 -2.69 -0.746
C 2.42622 3.70112 -1.56627 -1.68 -0.35 -2.30 -0.536
C 1.06501 -2.39222 -0.22355 -0.13 -0.14 -0.82 -1.901
C -0.44514 -2.74475 -0.62499 0.63 -0.11 -1.10 1.896
C -0.79600 -1.89636 -1.94836 -0.21 -0.02 0.20 -1.177
C -2.20339 -2.24651 -2.62950 0.64 0.24 -1.20 0.202
O -3.33056 -1.48235 -2.12931 1.07 -0.07 0.29 -0.557
C -2.61481 -3.80644 -2.60929 -1.40 0.46 -1.11 -0.713
N -3.69905 -3.99046 -1.59758 0.97 -0.90 0.05 -0.438
C -1.53601 -2.39965 0.48526 -0.52 -2.04 -0.46 -0.968
C -1.03893 -2.30732 2.02414 -2.25 1.76 -1.32 -1.212
I -2.54440 -3.16832 3.43700 0.63 -0.29 -0.67 0.277
C -1.29230 -0.77392 2.33854 -1.91 2.05 -0.06 0.036
C -1.29196 -0.18988 3.80912 3.87 1.93 3.47 -0.078
O -0.21280 0.21230 4.34269 -3.79 -1.84 -2.50 -0.514
O -2.46551 0.03059 4.62140 1.49 -1.76 -1.84 -0.461
H 3.12185 -5.91936 0.55832 -1.84 0.40 -0.01 0.310
H 1.56427 -6.86541 0.66242 0.46 1.92 -0.35 0.371
H 1.56118 -5.17255 -0.19006 0.55 -0.84 1.19 0.159
H 2.67727 -4.64419 2.48973 -1.71 -0.53 -0.49 0.331
H 1.69855 -6.13450 2.82803 -0.23 1.70 -0.94 0.454
H 0.03707 -4.71416 3.45911 0.24 1.31 -1.90 0.603
H 2.06965 -3.78494 4.50404 -0.93 1.48 -0.75 0.302
H 2.71544 -2.24201 3.76468 -1.65 -0.44 -0.01 0.036
H 1.88302 -0.85693 5.57840 -0.77 -1.69 0.13 0.230
H -0.61543 -2.14740 5.85870 1.48 -0.36 0.87 -0.066
H 0.30195 -1.67701 7.43251 -0.08 -0.93 -1.60 0.378
H 0.39691 -3.41681 6.84766 -0.32 1.49 -0.81 0.442
H 2.48324 -2.87284 7.25530 0.72 0.31 -0.80 0.381
H 2.43959 -2.78350 1.45004 -2.29 -0.13 0.47 0.632
H 1.64371 -0.42421 2.68569 0.03 -0.62 -1.36 0.264
H 1.25381 -0.02991 0.93803 0.63 -1.13 0.84 0.318
H 3.69364 0.33423 2.04499 -0.49 -1.52 -0.89 0.437
H 4.05637 -1.39824 1.56963 -0.87 0.91 -0.73 0.232
H 5.03364 1.47558 0.80966 -1.41 -0.25 -1.06 0.342
H 3.29229 2.08416 0.45899 1.29 -1.02 -0.56 0.241
H 5.01873 3.03573 -1.23657 -0.75 -1.63 -0.24 0.388
H 5.72803 1.36692 -1.47554 -1.85 0.67 -0.28 0.404
H 2.12959 1.66719 -4.64340 -0.34 1.29 1.39 0.323
H 0.03268 3.22557 -4.96844 1.12 0.25 1.53 0.176
H -1.06276 5.01009 -5.58627 0.47 1.25 1.16 0.344
H 0.09197 6.38795 -4.96749 -1.61 -0.69 -0.02 0.334
H -1.80222 6.59092 -5.02748 1.47 -0.92 0.22 0.493
H -2.11238 6.72649 -1.72980 1.65 -0.25 -0.97 0.320
H -1.30559 7.59481 -3.12277 0.26 -1.41 1.18 0.365
H -0.24399 6.94291 -1.77841 -1.36 -0.45 -0.81 0.211
H -2.60310 4.01307 -4.19741 0.16 0.66 1.27 0.279
H -3.32020 5.27733 -3.06543 1.45 -0.87 -0.25 0.352
H -2.08393 5.04008 -0.39220 0.28 -1.52 -0.43 0.139
H -2.63798 3.38331 0.18766 0.99 0.91 -1.15 0.354
H -0.91519 3.53203 -0.40882 -1.59 1.02 -0.44 0.122
H -0.78412 2.04088 -2.14652 -1.64 -0.29 -0.71 -0.068
H -2.38681 1.16667 -1.84890 0.47 1.20 -1.01 -0.381
H -1.96228 1.85706 -3.58326 -0.07 -0.09 1.59 0.316
H -4.62506 4.11879 -1.48543 0.40 -1.46 -0.47 0.426
H -4.54910 2.77814 -2.83325 0.40 0.74 1.48 0.335
H -4.25750 2.29890 -1.06576 0.12 1.50 -1.08 0.302
H 0.97134 5.43949 -0.97314 0.47 -1.51 -1.41 0.142
H 3.05568 3.87530 -0.63670 -0.99 -0.24 -1.49 0.304
H 1.30034 -1.37728 -0.72900 -0.21 -1.51 1.28 0.464
H 1.81723 -3.11666 -0.72164 -1.44 1.01 0.83 0.154
H -0.44939 -3.85340 -0.95355 -0.28 1.75 0.96 0.191
H 0.02590 -2.02840 -2.75134 -1.22 0.13 1.39 0.347
H -0.81127 -0.78516 -1.64141 0.14 -1.47 -0.59 0.243
H -2.10486 -1.95498 -3.74684 0.06 -0.45 1.72 0.377
H -3.03872 -0.68284 -1.64525 -0.04 -0.71 -0.72 0.067
H -3.09765 -4.02225 -3.63965 1.07 0.34 1.48 0.356
H -1.74425 -4.53515 -2.51241 -1.08 1.13 0.10 0.194
H -4.62415 -4.04402 -2.04016 0.77 -0.12 0.49 0.217
H -3.51548 -4.79411 -0.98347 -0.45 0.40 -0.70 0.184
H -2.32408 -3.24582 0.46882 1.22 1.54 -0.20 0.148
H -2.09695 -1.47575 0.11266 0.96 -1.13 1.19 -0.074
H -0.76202 -0.01075 1.64886 -0.35 -1.49 1.29 0.205
H -2.40560 -0.61244 2.03506 1.87 -0.63 0.37 0.708
H -2.29691 -0.47359 5.45769 -0.06 0.90 -0.80 0.448